[1]
44
Properties=species:S:1:pos:R:3:forces:R:3 method="wB97M-V/def2-TZVPD" e_lumo_ev="-6.443 / -9.161" homo_energy_ev="-14.4555 / -14.6072" total_charge=+2 energy_ev=-107942.4661 multiplicity=5
H 5.896896 -0.887151 -0.968291 -0.1 0.0 0.0
C -1.880119 1.885131 -1.068446 1.9 0.7 0.2
H -3.783408 -3.419056 0.598708 -0.2 0.0 0.0
C -2.115788 1.710378 4.393068 -0.7 0.5 0.9
N -0.681539 0.849788 2.441087 -0.2 0.0 0.1
C 3.220354 -2.552207 -0.146789 -0.1 0.2 0.1
H -2.121766 3.702924 -1.937330 0.0 0.0 0.0
C -1.314033 1.235276 3.320302 0.9 -0.7 -1.1
C 2.874980 -0.204689 -2.262410 0.0 0.0 0.2
C -0.046005 -3.981968 1.393826 -0.1 -0.1 0.1
H 5.528147 0.789346 -0.481258 -0.1 -0.1 0.0
N -2.568856 2.842984 -1.665284 -0.1 -0.4 0.2
H -1.469670 1.868156 5.262837 -0.1 -0.1 -0.1
H 4.073258 -3.072255 -0.590189 0.0 0.2 0.0
H -0.623445 -5.942817 1.981209 0.0 -0.1 0.0
S -0.164957 2.177419 -0.739137 -0.1 -0.2 0.1
C -0.455373 -2.703193 0.945229 -0.2 -0.5 0.0
C -2.371503 -1.292247 0.127165 -0.7 -1.0 0.1
As 3.438631 -0.634436 -0.445088 0.8 -0.3 -0.6
H -3.410375 3.346260 4.887259 0.0 0.0 0.0
Ru 0.233501 0.189237 0.398790 0.4 0.2 0.2
N -1.713453 -0.187496 -0.155409 0.5 1.1 -0.2
H -3.435390 -1.282033 -0.110822 0.1 0.1 0.0
H -2.133148 3.795239 3.764512 0.0 0.0 0.0
H -3.529927 2.858905 3.201321 0.0 0.0 -0.1
H 1.803741 -0.415091 -2.373547 0.3 0.0 0.1
C -0.956888 -4.990477 1.597278 0.8 0.5 -0.1
H 3.060131 0.856987 -2.453715 0.0 -0.2 0.1
C -1.856595 -2.496037 0.654246 0.3 0.8 -0.2
H 1.004640 -4.121224 1.596550 0.1 0.0 0.1
H 3.447396 -0.806574 -2.972299 -0.1 0.0 0.1
O 0.424556 -1.782988 0.794013 0.3 0.5 0.1
C -2.839215 3.012257 4.026621 -0.1 0.0 0.1
C -2.744320 -3.574343 0.841851 -0.2 -0.7 0.2
S 2.443932 0.690266 0.948985 -0.5 -0.1 -0.1
H 5.666141 -0.486046 0.752217 -0.2 0.0 -0.1
H -3.018972 -5.594824 1.453173 -0.1 -0.1 0.0
H -2.841722 0.929685 4.642971 0.1 0.0 0.1
H 3.201343 -2.743344 0.929498 0.0 0.1 -0.2
C -2.316511 -4.790697 1.310768 -0.7 0.6 -0.3
N -2.441431 0.761252 -0.726952 -2.0 -1.2 0.0
H 2.293275 -2.899023 -0.608346 0.2 0.1 0.1
C 5.335909 -0.264504 -0.266830 -0.1 0.0 0.0
H -3.550143 2.714000 -1.859350 -0.1 0.0 0.0



[2]
41
Properties=species:S:1:pos:R:3:forces:R:3 method="wB97M-V/def2-TZVPD" relative_energy_kcal_mol=0.0 e_lumo_ev="0.624 / 0.085" homo_energy_ev="-6.6002 / -8.5080" energy_ev=-49913.6457 multiplicity=5
C -0.777957 -2.535077 0.453738 -0.2 0.5 1.6
H -0.534603 4.133297 -1.680104 -0.3 -0.6 -0.2
N -0.575635 -1.357320 1.078041 -0.6 -2.1 1.8
H -2.816830 -0.504981 -1.934802 0.2 0.5 -0.1
H -3.294355 1.085949 -2.582764 0.2 -0.2 0.4
N 1.496788 -0.031743 1.572004 1.9 -0.8 1.5
H -1.581623 -0.369342 -3.919606 0.3 0.5 0.3
C 3.491952 -0.778280 2.327514 0.1 0.2 -0.2
C -1.058844 -2.871555 2.655712 0.4 0.1 -0.9
H -1.312865 -3.217346 3.660966 0.4 0.0 -0.5
H -1.330050 3.052393 -2.868399 0.3 0.0 0.9
C -1.221566 2.295080 -0.797780 -0.5 0.4 0.4
C -1.087166 -3.510912 1.413533 -0.3 -0.2 -0.2
C 0.761729 2.550527 -2.377825 -0.4 0.4 0.3
H 4.519281 -1.129322 2.333779 -0.3 0.2 0.1
H 3.061497 -0.407969 0.163081 -0.2 0.3 0.4
H -2.440858 0.789568 0.052019 0.2 0.2 -0.2
H 0.248152 -0.937544 -2.506370 0.0 0.8 0.1
C -0.013852 0.136264 -2.540434 0.8 -0.2 -0.3
C 2.612502 -0.657108 3.390749 -0.2 -0.4 -0.6
C 0.900726 1.070009 -2.145996 0.3 -0.5 -1.0
C -2.450819 0.519361 -2.142531 0.4 -0.4 -0.5
H -1.153944 2.856697 0.150346 0.0 -0.7 -0.3
H -0.651327 -2.582114 -0.621422 -0.2 -0.1 0.2
H -1.276523 -4.552958 1.217490 -0.2 0.0 0.1
H 1.530100 3.074007 -1.771021 -0.5 -0.3 -0.3
H 2.754969 -0.796945 4.444212 0.0 -0.4 0.1
H 0.290056 -1.505717 4.539450 0.0 0.4 -0.7
C -1.315017 0.444944 -3.215557 -0.7 0.0 -0.1
H 1.180969 -0.701227 -0.657422 0.1 -0.7 0.2
C -0.666156 3.069828 -1.972794 0.6 0.4 -0.3
Cr 0.155436 0.207032 0.098979 -0.4 0.9 -1.9
H -0.609514 0.132303 4.007004 -0.4 0.8 -0.2
C -1.947048 1.142070 -0.862813 -0.6 0.9 0.5
B 0.056203 -0.742748 3.584635 -0.3 -0.5 0.5
H 0.940810 2.826120 -3.436977 0.0 -0.2 0.4
H 1.916189 0.734382 -1.916058 -0.4 0.0 0.1
C 2.746271 -0.394424 1.201364 -0.1 0.3 1.2
H -1.280476 1.392856 -3.795945 0.1 -0.8 0.3
N 1.394215 -0.324750 2.937860 1.0 1.1 -1.5
N -0.660814 -1.603307 2.464146 -0.5 -0.1 -1.5